{
  "formula": "C2HN3O2",
  "method": "ωB97M-V with the def2-TZVPD basis set",
  "homo_ev": -11.26,
  "largest_force_ev_per_a": 4.25,
  "total_charge": 0,
  "e_above_lowest_kcal_mol": 103.7,
  "smiles": "O=Cc1nnon1",
  "symbols": ["O", "C", "C", "N", "N", "O", "N", "H"],
  "positions_angstrom": [[2.596, 0.364, -0.026], [1.680, -0.463, 0.078], [0.227, -0.115, -0.049], [-0.418, 1.097, -0.051], [-1.626, 0.841, 0.091], [-1.832, -0.504, -0.014], [-0.702, -1.064, -0.044], [1.677, -1.525, 0.176]]
}